[1]
{
  "formula": "C33H22Co2NO5P",
  "method": "ωB97M-V/def2-TZVPD",
  "e_above_lowest_kj_mol": 0.0,
  "charge": -2,
  "homo_energy_ev": -0.977,
  "largest_force_ev_per_a": 4.5,
  "e_lumo_ev": 4.19,
  "homo_lumo_gap_ev": 5.16,
  "symbols": ["C", "N", "O", "C", "Co", "C", "O", "C", "O", "C", "C", "C", "C", "C", "C", "C", "C", "C", "Co", "C", "O", "C", "O", "P", "C", "C", "C", "C", "C", "C", "C", "C", "C", "C", "C", "C", "C", "C", "C", "C", "C", "C", "H", "H", "H", "H", "H", "H", "H", "H", "H", "H", "H", "H", "H", "H", "H", "H", "H", "H", "H", "H", "H", "H"],
  "xyz": [[1.4785, -0.7459, 0.3470], [0.4528, -1.3200, 0.4443], [2.6036, 1.0795, -3.0649], [3.1190, 0.0452, -3.1025], [4.0109, -1.4799, -3.0820], [3.3545, -2.2745, -1.6510], [2.7798, -2.7451, -0.7550], [2.9583, -2.1183, -4.3503], [2.1516, -2.4572, -5.1100], [5.7793, -1.3630, -3.4055], [5.3462, -0.6095, -2.3206], [5.6388, 0.3380, -1.4039], [5.1297, 0.3117, -0.0606], [4.9216, 1.5386, 0.6244], [4.1288, 1.5786, 1.7634], [3.6132, 0.3877, 2.2873], [3.9636, -0.8380, 1.7130], [4.7715, -0.8946, 0.5839], [5.8418, -3.1718, -2.8711], [5.4228, -4.0514, -1.4183], [5.1987, -4.7091, -0.4823], [7.5561, -3.1611, -3.0942], [8.6954, -3.1858, -3.3393], [5.2518, -4.4181, -4.4463], [3.6709, -5.3464, -4.3688], [3.3511, -6.3209, -5.3271], [2.1290, -6.9979, -5.2442], [1.2534, -6.7472, -4.1811], [1.6006, -5.8175, -3.2002], [2.8048, -5.1173, -3.2966], [5.2667, -3.6125, -6.0963], [4.1937, -3.7058, -6.9909], [4.2180, -2.9703, -8.1793], [5.3217, -2.1696, -8.4918], [6.4178, -2.1238, -7.6264], [6.3929, -2.8371, -6.4231], [6.4581, -5.7933, -4.6533], [7.1733, -6.0014, -5.8397], [8.1258, -7.0243, -5.9009], [8.3409, -7.8503, -4.7935], [7.6051, -7.6602, -3.6183], [6.6515, -6.6411, -3.5498], [6.3406, -1.0182, -4.2671], [6.1893, 1.2183, -1.7633], [5.3461, 2.4460, 0.1813], [3.8923, 2.5368, 2.2279], [2.9090, 0.4191, 3.1180], [3.5845, -1.7700, 2.1271], [5.1338, -1.8439, 0.1652], [4.0599, -6.5377, -6.1300], [1.8690, -7.7209, -6.0183], [0.2988, -7.2752, -4.1246], [0.9345, -5.6288, -2.3577], [3.0645, -4.3806, -2.5306], [3.3498, -4.3571, -6.7603], [3.3540, -3.0115, -8.8446], [5.3253, -1.5852, -9.4152], [7.2997, -1.5353, -7.8797], [7.2520, -2.7901, -5.7423], [6.9927, -5.3620, -6.7052], [8.6963, -7.1565, -6.8214], [9.0818, -8.6489, -4.8525], [7.7682, -8.3067, -2.7552], [6.0694, -6.4941, -2.6337]],
  "atomic_forces_ev_per_a": [[-1.74, -0.05, -0.08], [0.75, 0.49, 0.06], [0.78, -1.80, -0.14], [-0.79, 2.25, 0.21], [-4.24, -1.62, 0.26], [-2.78, -1.47, 2.95], [2.08, 0.68, -2.58], [-0.92, -0.96, -1.64], [0.81, 0.50, 0.87], [2.41, 1.84, -1.49], [2.93, 0.75, 0.92], [0.52, -0.21, -0.42], [-0.79, 0.92, 0.68], [-0.22, -0.48, -0.28], [0.22, -0.35, 0.12], [0.20, 0.01, -0.01], [0.38, 0.12, 0.22], [0.31, 0.57, -0.12], [0.04, 0.09, 0.33], [0.23, -0.78, 1.48], [0.18, 0.49, -0.89], [0.28, -0.17, 0.07], [-0.72, 0.11, 0.18], [0.49, -0.01, 0.04], [0.01, -0.37, -0.20], [-0.48, 0.00, 0.37], [0.27, 0.09, -0.01], [0.18, 0.13, -0.09], [0.02, -0.13, -0.13], [-0.08, -0.05, -0.01], [-0.12, -0.43, -0.24], [0.44, 0.27, -0.25], [0.11, 0.10, 0.13], [-0.17, -0.17, 0.03], [-0.07, -0.28, 0.24], [-0.23, 0.16, -0.35], [-0.43, -0.27, -0.45], [0.20, -0.32, 0.44], [-0.13, 0.07, 0.21], [-0.01, 0.11, -0.16], [-0.25, 0.22, -0.22], [0.41, -0.18, -0.19], [-0.21, 0.27, -0.22], [0.68, -0.53, 0.45], [-0.32, -0.19, 0.12], [0.04, -0.20, -0.04], [0.18, -0.05, -0.17], [0.01, 0.24, -0.01], [-0.41, 0.50, 0.15], [-0.25, 0.03, 0.18], [0.01, 0.10, 0.22], [0.28, 0.13, 0.00], [0.17, 0.00, -0.22], [-0.08, -0.43, -0.43], [0.19, 0.41, -0.07], [0.26, 0.03, 0.09], [0.02, -0.17, 0.27], [-0.24, -0.07, 0.05], [-0.46, -0.01, -0.19], [0.09, -0.21, 0.26], [-0.09, -0.09, 0.25], [-0.15, 0.20, 0.05], [-0.03, 0.14, -0.22], [0.24, 0.04, -0.35]],
  "lowdin_charge": [-0.401, -0.214, 0.135, -0.102, 0.083, -0.176, 0.058, -0.166, 0.099, -0.287, -0.305, -0.103, -0.241, -0.070, -0.129, -0.157, -0.153, -0.066, -0.076, -0.255, 0.049, -0.235, 0.047, 1.015, -0.321, -0.106, -0.099, -0.100, -0.061, -0.078, -0.326, -0.096, -0.090, -0.109, -0.090, -0.102, -0.314, -0.084, -0.103, -0.118, -0.092, -0.079, 0.057, 0.102, 0.092, 0.081, 0.086, 0.099, 0.094, 0.108, 0.090, 0.093, 0.112, 0.060, 0.089, 0.096, 0.090, 0.096, 0.101, 0.095, 0.091, 0.087, 0.096, 0.102]
}

---

[2]
{
  "formula": "C33H22F2N10PbS",
  "method": "ωB97M-V/def2-TZVPD",
  "e_above_lowest_kj_mol": 1.5,
  "homo_energy_ev": -8.090,
  "largest_force_ev_per_a": 0.1,
  "e_lumo_ev": -0.78,
  "homo_lumo_gap_ev": 7.31,
  "symbols": ["Pb", "C", "C", "N", "C", "C", "N", "C", "C", "C", "C", "C", "N", "C", "C", "N", "C", "C", "N", "C", "C", "C", "N", "C", "C", "H", "H", "H", "H", "H", "H", "H", "H", "H", "H", "H", "H", "F", "C", "C", "C", "C", "C", "F", "C", "C", "C", "C", "C", "C", "N", "H", "H", "H", "H", "H", "H", "N", "C", "C", "C", "N", "H", "H", "H", "H", "S", "C", "N"],
  "xyz": [[0.7389, -0.4733, -0.0313], [-0.8544, 1.4532, 4.3489], [-0.1272, 1.0943, 3.2222], [-0.6698, 0.3744, 2.2507], [-1.9425, 0.0090, 2.3945], [-2.6646, 0.3861, 3.5235], [-2.1264, 1.1035, 4.5017], [-2.5487, -0.7981, 1.3037], [-3.5129, -1.7595, 1.5719], [-3.9859, -2.5484, 0.5316], [-3.4951, -2.3088, -0.7454], [-2.5582, -1.3005, -0.9313], [-2.0881, -0.5686, 0.0766], [-2.0088, -0.9959, -2.2795], [-2.7504, -1.2001, -3.4400], [-2.2675, -0.9294, -4.6464], [-1.0282, -0.4558, -4.6973], [-0.2785, -0.2401, -3.5482], [-0.7732, -0.4992, -2.3458], [-4.9572, -3.6357, 0.7825], [-4.7981, -4.8869, 0.1977], [-5.7328, -5.8738, 0.4696], [-6.7873, -5.6946, 1.2601], [-6.9325, -4.4959, 1.8168], [-6.0530, -3.4432, 1.6160], [-0.4011, 2.0387, 5.1390], [0.9082, 1.3871, 3.0963], [-3.7093, 0.1184, 3.6299], [-3.8376, -1.9450, 2.5870], [-3.8296, -2.9106, -1.5791], [-3.7668, -1.5714, -3.3915], [-0.6174, -0.2377, -5.6749], [0.7390, 0.1285, -3.5906], [-3.9457, -5.0999, -0.4341], [-5.6246, -6.8604, 0.0334], [-7.8004, -4.3662, 2.4537], [-6.2346, -2.4848, 2.0849], [-1.4175, 4.5640, -1.2896], [-0.3663, 3.9022, -0.7671], [-0.3548, 2.5210, -0.7968], [0.7217, 1.8285, -0.2577], [1.7888, 2.5434, 0.3117], [1.7160, 3.9334, 0.3216], [2.7025, 4.6651, 0.8912], [0.6569, 4.6406, -0.2093], [2.9375, 1.8029, 0.8934], [4.2363, 2.3045, 0.9639], [5.2400, 1.5027, 1.4763], [4.9430, 0.2204, 1.9131], [3.6359, -0.2096, 1.8024], [2.6643, 0.5606, 1.3162], [-1.2012, 2.0013, -1.2300], [0.6320, 5.7198, -0.1772], [4.4568, 3.2968, 0.6042], [6.2554, 1.8747, 1.5219], [5.7034, -0.4370, 2.3092], [3.3446, -1.2115, 2.0995], [0.8120, -3.7980, 1.3685], [1.3862, -4.1802, 2.5218], [0.4381, -4.0371, 3.5095], [-0.6926, -3.5577, 2.8274], [-0.4608, -3.4089, 1.5293], [1.2691, -3.7640, 0.4579], [2.4070, -4.5231, 2.5466], [0.5416, -4.2515, 4.5586], [-1.6639, -3.3162, 3.2306], [2.9620, -0.7853, -1.8993], [2.8337, -2.3584, -1.3541], [2.6824, -3.4231, -0.9129]],
  "atomic_forces_ev_per_a": [[-0.05, -0.03, 0.03], [-0.02, 0.00, 0.01], [0.01, 0.00, 0.00], [-0.02, 0.00, 0.00], [0.00, 0.01, 0.01], [0.03, 0.00, 0.00], [0.01, -0.01, -0.02], [-0.02, -0.02, 0.01], [0.00, -0.02, -0.03], [0.03, 0.04, -0.01], [0.02, 0.04, 0.01], [-0.06, -0.05, 0.03], [0.10, 0.02, -0.03], [-0.03, 0.02, -0.04], [0.03, 0.01, 0.01], [0.03, 0.00, 0.02], [-0.03, -0.01, 0.01], [0.03, 0.02, 0.00], [-0.02, -0.06, 0.02], [-0.03, -0.03, 0.01], [0.00, 0.04, 0.01], [0.01, -0.01, -0.01], [-0.01, -0.01, 0.01], [-0.01, 0.02, 0.00], [0.01, -0.02, -0.01], [0.00, 0.00, 0.00], [0.00, 0.00, 0.00], [0.00, 0.00, 0.00], [-0.01, 0.00, 0.00], [0.00, -0.01, 0.00], [-0.01, 0.00, -0.01], [0.00, 0.00, 0.00], [-0.01, 0.01, 0.00], [0.00, 0.00, 0.00], [0.00, 0.00, 0.00], [0.00, 0.00, 0.00], [0.00, 0.00, 0.00], [0.00, 0.01, 0.00], [0.00, -0.01, 0.00], [0.00, -0.01, 0.00], [0.01, -0.02, 0.03], [0.00, 0.08, -0.01], [0.01, 0.01, -0.04], [-0.02, 0.01, 0.02], [-0.01, -0.03, 0.01], [0.02, -0.01, 0.01], [0.00, -0.01, 0.01], [0.00, 0.00, 0.00], [0.00, 0.00, 0.01], [0.00, 0.02, 0.00], [0.01, 0.01, 0.00], [-0.01, 0.01, -0.01], [0.00, 0.00, 0.00], [0.01, -0.02, -0.01], [0.00, 0.00, 0.00], [0.00, 0.00, 0.00], [0.01, 0.00, 0.00], [-0.06, -0.05, -0.01], [0.06, 0.01, 0.00], [0.00, -0.01, 0.01], [-0.05, 0.06, 0.01], [0.03, -0.03, -0.03], [0.00, 0.02, 0.00], [0.00, 0.00, 0.00], [0.01, -0.01, 0.00], [-0.01, 0.00, 0.00], [0.02, -0.02, -0.01], [0.00, 0.05, -0.01], [-0.01, -0.01, 0.00]],
  "lowdin_charge": [1.183, -0.101, -0.087, 0.084, -0.200, -0.066, 0.093, -0.220, 0.035, -0.138, 0.058, -0.206, 0.114, -0.196, -0.065, 0.094, -0.096, -0.099, 0.058, -0.175, -0.007, -0.133, 0.062, -0.137, -0.013, 0.110, 0.103, 0.117, 0.121, 0.122, 0.116, 0.111, 0.082, 0.119, 0.108, 0.107, 0.114, 0.062, -0.274, -0.066, -0.252, -0.156, -0.217, 0.057, 0.065, -0.240, 0.007, -0.042, -0.048, -0.136, -0.028, 0.093, 0.132, 0.113, 0.112, 0.107, 0.113, -0.040, -0.119, -0.084, -0.190, 0.017, 0.059, 0.114, 0.086, 0.088, 0.447, -0.973, 0.019]
}

---

[3]
{
  "formula": "C33H22F9FeN3OP",
  "method": "ωB97M-V/def2-TZVPD",
  "e_above_lowest_kj_mol": 0.0,
  "charge": 1,
  "multiplicity": 5,
  "homo_energy_ev": [-11.804, -11.900],
  "largest_force_ev_per_a": 1.2,
  "e_lumo_ev": [-3.14, -3.64],
  "homo_lumo_gap_ev": [8.66, 8.26],
  "symbols": ["Fe", "O", "C", "N", "C", "C", "C", "C", "C", "C", "N", "C", "C", "C", "C", "C", "N", "H", "H", "H", "H", "H", "H", "H", "H", "H", "H", "F", "C", "F", "F", "C", "C", "C", "C", "C", "C", "P", "C", "C", "C", "C", "C", "C", "C", "F", "F", "F", "C", "C", "C", "C", "C", "C", "C", "F", "F", "F", "H", "H", "H", "H", "H", "H", "H", "H", "H", "H", "H", "H"],
  "xyz": [[1.8684, -0.1942, -0.6021], [2.4162, 1.5617, 3.0271], [2.1444, 1.2333, 1.8836], [2.1889, 0.0036, 1.3324], [2.9941, -1.0083, 1.9707], [4.1259, -1.3097, 1.0150], [5.3588, -1.7695, 1.4512], [6.3819, -1.9451, 0.5358], [6.1491, -1.6586, -0.8024], [4.8948, -1.2316, -1.1694], [3.8952, -1.0619, -0.2871], [1.7661, 2.3008, 0.8749], [1.4802, 3.5870, 1.2841], [1.2258, 4.5545, 0.3240], [1.2885, 4.2059, -1.0178], [1.5830, 2.8990, -1.3472], [1.8174, 1.9592, -0.4207], [2.4191, -1.9212, 2.1591], [3.3823, -0.6622, 2.9267], [5.5061, -1.9745, 2.5055], [7.3545, -2.2934, 0.8619], [6.9264, -1.7676, -1.5474], [4.6688, -1.0150, -2.2059], [1.4794, 3.8013, 2.3446], [0.9883, 5.5691, 0.6205], [1.1155, 4.9343, -1.8008], [1.6520, 2.5899, -2.3839], [-2.8842, -1.8334, -6.4867], [-3.2801, -0.7442, -5.8134], [-4.6157, -0.7548, -5.7531], [-2.9096, 0.3285, -6.5336], [-2.6522, -0.6985, -4.4433], [-1.2878, -0.9075, -4.3372], [-0.6841, -0.8061, -3.0942], [-1.4314, -0.5025, -1.9581], [-2.8041, -0.3088, -2.0814], [-3.4142, -0.4035, -3.3223], [-0.5613, -0.4032, -0.3585], [-1.1810, -1.8252, 0.5752], [-0.3461, -2.9319, 0.6995], [-0.7878, -4.0787, 1.3467], [-2.0674, -4.1058, 1.8681], [-2.9071, -3.0040, 1.7553], [-2.4655, -1.8630, 1.1115], [-2.5720, -5.3216, 2.6020], [-2.6621, -5.0766, 3.9189], [-3.7948, -5.6664, 2.1742], [-1.7621, -6.3737, 2.4348], [-1.2324, 1.0580, 0.4726], [-1.2295, 1.0977, 1.8661], [-1.5881, 2.2606, 2.5311], [-1.9331, 3.3852, 1.7996], [-1.9455, 3.3546, 0.4133], [-1.5871, 2.1940, -0.2515], [-2.2718, 4.6706, 2.5031], [-2.6567, 4.4632, 3.7662], [-1.1938, 5.4799, 2.5344], [-3.2486, 5.3341, 1.8701], [-0.7066, -1.1456, -5.2193], [0.3840, -0.9693, -3.0117], [-3.4055, -0.0703, -1.2108], [-4.4797, -0.2488, -3.4216], [0.6572, -2.8992, 0.2930], [-0.1440, -4.9417, 1.4447], [-3.9065, -3.0450, 2.1705], [-3.1208, -1.0021, 1.0424], [-0.9545, 0.2184, 2.4375], [-1.5955, 2.2913, 3.6130], [-2.2353, 4.2365, -0.1447], [-1.6067, 2.1724, -1.3347]],
  "atomic_forces_ev_per_a": [[0.77, 0.44, 0.80], [0.00, -0.06, -0.03], [0.00, -0.10, 0.04], [-0.32, 0.11, 0.08], [-0.08, 0.12, -0.10], [0.12, -0.05, -0.02], [0.06, -0.10, 0.01], [0.01, -0.03, 0.09], [0.15, -0.06, -0.01], [-0.24, -0.05, -0.01], [-0.28, 0.04, -0.29], [0.08, -0.04, -0.04], [-0.02, 0.18, 0.04], [0.03, 0.01, 0.07], [-0.02, 0.12, -0.03], [0.11, -0.13, 0.04], [-0.17, -0.12, -0.40], [0.00, -0.02, 0.01], [0.08, 0.00, 0.09], [0.01, 0.05, -0.09], [-0.05, 0.03, -0.01], [-0.06, 0.01, 0.04], [-0.03, 0.01, 0.01], [-0.02, 0.00, -0.03], [0.02, -0.04, -0.02], [0.01, -0.06, 0.06], [-0.03, -0.02, 0.03], [-0.03, 0.00, -0.05], [0.01, -0.02, 0.09], [0.02, -0.01, -0.05], [-0.03, -0.01, -0.04], [-0.06, 0.06, 0.02], [0.08, -0.03, 0.03], [-0.05, 0.04, 0.01], [0.06, 0.06, 0.01], [-0.09, 0.02, 0.02], [-0.03, 0.00, 0.04], [-0.46, -0.28, -0.63], [0.33, -0.09, 0.03], [-0.10, 0.03, 0.06], [0.08, 0.05, -0.06], [-0.03, 0.03, 0.00], [-0.06, 0.02, 0.01], [-0.11, 0.01, 0.05], [0.02, 0.06, -0.04], [0.00, -0.05, 0.02], [0.00, -0.05, 0.02], [-0.04, -0.04, 0.04], [0.22, 0.04, 0.13], [-0.04, -0.01, 0.05], [0.04, -0.07, 0.03], [-0.12, -0.10, 0.00], [0.01, -0.01, -0.07], [-0.10, 0.00, -0.04], [-0.01, -0.10, -0.01], [-0.01, 0.08, -0.03], [0.03, 0.10, 0.03], [0.02, 0.04, 0.06], [0.00, 0.01, 0.04], [0.09, -0.02, -0.01], [0.03, -0.01, -0.05], [0.01, 0.00, 0.02], [0.06, -0.03, -0.02], [0.00, 0.02, -0.01], [0.03, 0.01, -0.01], [0.04, -0.04, -0.01], [0.04, 0.06, -0.01], [0.02, -0.01, -0.05], [0.01, -0.04, 0.01], [0.04, 0.01, 0.02]],
  "lowdin_spin": [3.655, 0.031, 0.016, 0.101, 0.012, 0.007, 0.000, 0.003, 0.001, 0.009, 0.029, 0.005, 0.000, 0.004, 0.001, 0.010, 0.036, 0.001, 0.002, 0.000, 0.000, 0.000, 0.002, 0.000, 0.000, 0.000, 0.001, 0.000, 0.000, 0.000, 0.000, 0.000, 0.001, 0.010, 0.009, 0.001, 0.001, 0.030, 0.004, 0.004, 0.000, 0.000, 0.000, 0.000, 0.000, 0.000, 0.000, 0.000, 0.001, 0.000, 0.000, 0.000, 0.000, 0.000, 0.000, 0.000, 0.000, 0.000, 0.000, 0.011, 0.000, 0.000, 0.004, 0.000, 0.000, 0.000, 0.000, 0.000, 0.000, 0.000]
}